[1]
{
  "formula": "C52H89F15O18",
  "method": "ωB97M-V/def2-TZVPD",
  "symbols": ["C", "C", "C", "O", "C", "H", "H", "H", "H", "H", "H", "H", "H", "C", "C", "C", "O", "C", "H", "H", "H", "H", "H", "H", "H", "H", "C", "C", "C", "O", "C", "H", "H", "H", "H", "H", "H", "H", "H", "C", "C", "C", "O", "C", "H", "H", "H", "H", "H", "H", "H", "H", "C", "C", "C", "O", "C", "H", "H", "H", "H", "H", "H", "H", "H", "C", "C", "C", "O", "C", "H", "H", "H", "H", "H", "H", "H", "H", "C", "C", "C", "O", "C", "H", "H", "H", "H", "H", "H", "H", "H", "C", "C", "C", "O", "C", "H", "H", "H", "H", "H", "H", "H", "H", "C", "C", "O", "C", "O", "C", "F", "F", "F", "H", "H", "H", "H", "H", "C", "C", "O", "C", "O", "C", "F", "F", "F", "H", "H", "H", "H", "H", "C", "C", "O", "C", "O", "C", "F", "F", "F", "H", "H", "H", "H", "H", "C", "C", "O", "C", "O", "C", "F", "F", "F", "H", "H", "H", "H", "H", "C", "C", "O", "C", "O", "C", "F", "F", "F", "H", "H", "H", "H", "H"],
  "positions_angstrom": [[2.4053, 5.5934, -0.2954], [3.4911, 4.5507, 0.1532], [2.7286, 3.2099, 0.1196], [1.3540, 3.4510, -0.2448], [1.0889, 4.8394, 0.1097], [2.5785, 5.6591, -1.4063], [2.5007, 6.5207, 0.2406], [3.7187, 4.7560, 1.2032], [4.3755, 4.6390, -0.4540], [2.7386, 2.7535, 1.1271], [3.2364, 2.5319, -0.5127], [0.7679, 5.0634, 1.1059], [0.1681, 5.1024, -0.4871], [3.5932, 1.3185, -4.6364], [3.9454, 1.8110, -3.2523], [4.5164, 0.5724, -2.5426], [3.8044, -0.4915, -3.1350], [3.2533, -0.1326, -4.4145], [4.5185, 1.2814, -5.2064], [2.8462, 1.9386, -5.1808], [3.0658, 2.1131, -2.6885], [4.6291, 2.6585, -3.3045], [4.3559, 0.4040, -1.4826], [5.5569, 0.4707, -2.7857], [2.1765, -0.3420, -4.4002], [3.6384, -0.7394, -5.2592], [-5.3226, -0.1037, -2.6389], [-4.6365, -1.0183, -3.6922], [-3.5922, -1.7855, -2.7857], [-3.7597, -1.3792, -1.4698], [-4.2767, -0.0830, -1.5276], [-6.2642, -0.6739, -2.2585], [-5.6491, 0.9161, -3.0012], [-4.1845, -0.5175, -4.4860], [-5.3724, -1.6842, -4.0944], [-2.5325, -1.5833, -3.1408], [-3.8300, -2.8693, -2.8181], [-3.5319, 0.6357, -1.8012], [-4.6853, 0.3022, -0.5838], [-4.8089, 5.2683, -0.4601], [-5.4129, 3.8849, -0.3756], [-4.4913, 3.2903, 0.6807], [-3.1904, 3.8628, 0.4615], [-3.2688, 5.1256, -0.2454], [-5.3365, 5.9809, 0.1912], [-4.9474, 5.7161, -1.4276], [-5.3359, 3.2611, -1.2680], [-6.4379, 3.8091, -0.0664], [-4.4293, 2.2133, 0.5982], [-4.7995, 3.5417, 1.7007], [-2.7213, 5.0515, -1.2092], [-2.8424, 5.9350, 0.3897], [1.7738, -3.8083, -5.0335], [2.5025, -4.1978, -3.7516], [1.6332, -3.5234, -2.6548], [0.3114, -3.4701, -3.2564], [0.5295, -2.9499, -4.5378], [1.2659, -4.7025, -5.4493], [2.3535, -3.3708, -5.8834], [3.5717, -3.9610, -3.7449], [2.4152, -5.2529, -3.7071], [2.1142, -2.5212, -2.4195], [1.5561, -4.1792, -1.7753], [0.9639, -1.9396, -4.5802], [-0.3028, -3.1192, -5.2290], [4.8939, -1.6979, 1.3401], [5.8898, -0.5756, 1.7697], [4.8338, 0.4279, 2.2664], [3.7649, 0.3569, 1.3687], [3.6654, -0.9304, 0.8107], [4.6646, -2.4296, 2.1371], [5.3577, -2.3164, 0.5993], [6.4334, -0.1264, 0.9097], [6.5750, -0.8321, 2.5221], [5.1866, 1.4840, 2.2910], [4.5033, 0.2467, 3.3406], [3.5885, -0.9357, -0.2962], [2.7070, -1.3694, 1.1886], [2.2361, 2.0732, 4.7893], [1.7752, 1.1696, 5.9140], [0.6994, 0.3408, 5.2688], [0.1976, 1.0337, 4.1729], [1.4111, 1.6434, 3.5843], [3.3018, 2.0249, 4.4907], [2.0134, 3.1121, 5.0884], [1.4092, 1.7952, 6.7328], [2.5874, 0.5053, 6.2509], [-0.1590, 0.1130, 5.8738], [1.0973, -0.6190, 5.0545], [0.9814, 2.3642, 2.9415], [1.9999, 0.8409, 3.1106], [1.0352, -0.1726, -0.7792], [0.3183, 0.3085, 0.4711], [-1.0215, 0.8697, 0.0118], [-1.1258, 0.4467, -1.3506], [-0.1312, -0.5828, -1.5854], [1.6141, -1.0167, -0.4329], [1.6958, 0.5673, -1.1714], [0.9127, 1.0518, 0.9648], [0.0343, -0.5321, 1.2383], [-1.1509, 1.9444, 0.1601], [-1.7702, 0.3205, 0.5144], [0.0736, -0.6329, -2.6880], [-0.4264, -1.5914, -1.2957], [-2.3534, 3.6101, 4.3402], [-1.8358, 4.9387, 3.7399], [-1.2979, 5.8208, 4.7662], [-0.0002, 6.0646, 4.9524], [0.8687, 5.7548, 4.2012], [0.3579, 6.6453, 6.3647], [0.8339, 7.8260, 6.3499], [-0.6775, 6.5324, 7.1801], [1.2892, 5.8645, 6.9015], [-3.0603, 3.7414, 5.1973], [-1.5840, 2.9215, 4.7165], [-2.8953, 3.0060, 3.6288], [-2.6236, 5.5845, 3.2917], [-1.0965, 4.7835, 2.9534], [-2.7766, -1.6484, 1.8346], [-3.4358, -0.6383, 2.7785], [-4.7167, -0.2361, 2.2460], [-5.8267, -0.6875, 2.7261], [-5.9688, -1.3382, 3.6880], [-6.9279, -0.2883, 1.8045], [-6.8731, 1.0626, 1.6033], [-6.6946, -0.8160, 0.5433], [-8.1631, -0.5246, 2.2497], [-3.2375, -2.6032, 1.9302], [-1.7870, -1.8720, 2.0453], [-2.7484, -1.3516, 0.7944], [-2.8779, 0.3051, 2.7574], [-3.4621, -1.0797, 3.7883], [-2.2842, -4.4920, 0.0220], [-1.6014, -5.3226, -0.9728], [-0.6631, -6.3501, -0.2943], [-1.3381, -7.3550, 0.2502], [-2.5466, -7.4534, 0.3597], [-0.4057, -8.3081, 0.9439], [-0.9207, -9.5221, 0.6600], [0.8284, -8.2391, 0.5779], [-0.4510, -8.2024, 2.2741], [-1.6483, -3.7322, 0.4619], [-2.6550, -5.1309, 0.8596], [-3.0612, -4.0340, -0.5190], [-0.9098, -4.8374, -1.5791], [-2.2770, -5.9149, -1.5728], [3.8906, -7.1868, 1.1756], [2.9909, -7.2356, 2.4359], [2.0484, -6.1266, 2.5158], [2.4412, -4.8515, 2.5335], [3.5458, -4.4687, 2.3989], [1.1786, -3.8506, 2.8122], [1.7221, -2.6884, 3.1513], [0.5401, -3.6337, 1.6730], [0.3314, -4.3284, 3.7244], [4.2038, -8.1960, 1.0580], [4.7167, -6.5412, 1.4212], [3.3671, -6.8354, 0.3043], [3.5847, -7.1189, 3.3724], [2.2832, -8.0984, 2.5332], [0.5660, 3.6752, -4.2285], [-0.2655, 2.4572, -3.8243], [-0.2701, 1.5168, -4.9901], [-1.0598, 1.7466, -5.9965], [-1.8384, 2.6297, -6.1343], [-0.8080, 0.6725, -7.1019], [-0.3346, 1.2098, -8.2152], [-0.0794, -0.3524, -6.7203], [-1.9806, 0.1373, -7.4244], [0.6672, 4.4149, -3.4507], [0.0306, 4.1017, -5.1677], [1.5946, 3.4480, -4.6598], [-1.3076, 2.8455, -3.6587], [-0.0075, 1.8602, -2.9790]],
  "forces_ev_per_a": [[-0.03, -1.89, -0.43], [-1.65, 0.79, 1.02], [-0.13, 0.57, 1.46], [0.64, 0.93, 0.59], [-0.25, 0.16, -3.12], [-0.87, 0.45, 1.03], [0.11, 0.54, -0.17], [0.40, 0.05, -0.18], [0.32, -0.28, -0.18], [0.03, 0.14, -0.38], [-0.09, -0.96, -1.04], [0.41, -0.49, 1.19], [1.05, -0.07, 0.21], [0.37, 0.19, -0.38], [-0.12, 0.50, 1.18], [-0.47, 0.12, -1.13], [-0.62, -1.14, -0.92], [-0.71, -0.67, -0.22], [0.08, 0.49, -0.34], [0.49, -0.66, 0.44], [-0.30, 0.26, -0.13], [0.05, -0.03, 0.23], [0.12, 0.86, 0.22], [0.89, -0.07, 0.06], [0.07, 0.23, 0.25], [0.18, -0.02, 0.68], [-1.64, -0.59, 0.10], [-0.39, -0.51, 2.46], [0.34, -0.77, -1.95], [-0.18, 0.18, 1.04], [-1.23, 1.42, 0.03], [1.47, 1.14, -0.56], [0.49, -1.12, 0.36], [0.88, 1.03, -1.20], [-0.26, -0.51, -0.33], [-1.05, -0.31, 0.36], [0.55, 0.47, -0.07], [0.98, 0.38, -0.28], [0.10, -0.81, 0.07], [-0.01, 1.38, -1.05], [1.05, -0.72, 0.56], [0.33, 0.23, 0.14], [0.52, -0.02, -0.18], [-1.39, -0.77, 0.82], [0.53, -0.38, 0.37], [-0.22, 0.14, -0.68], [0.24, 0.39, -0.28], [-0.55, 0.40, 0.22], [0.27, -0.26, 0.07], [-0.20, 0.02, 0.00], [-0.26, 0.02, 0.59], [-0.21, -0.49, -0.47], [-1.51, -0.33, -1.38], [-0.12, 0.78, -0.24], [0.64, -0.39, -0.37], [0.61, 0.89, 0.90], [2.46, -0.71, -1.47], [0.67, 0.20, 0.04], [-0.34, -0.04, 0.94], [-0.30, 0.31, 0.18], [0.09, -1.09, 0.53], [-1.08, -0.82, -0.11], [-0.03, 0.56, -0.05], [-1.07, 0.27, 0.52], [-0.09, 0.37, 0.58], [0.76, -0.28, 0.14], [-2.24, 0.71, -1.00], [0.89, 1.12, 1.36], [-0.36, 0.82, -0.58], [-0.40, -1.52, 0.68], [-0.07, 0.86, -0.06], [0.12, -0.33, -0.79], [-0.38, -0.42, 0.41], [0.90, -0.55, 0.97], [-0.13, -0.56, -0.23], [0.25, -0.32, -1.08], [0.33, 0.34, 0.65], [0.76, 0.03, -0.27], [0.37, 1.74, -0.74], [0.77, -0.23, 0.62], [-1.20, -0.18, 1.02], [1.26, 0.55, -1.02], [-0.90, -1.81, 1.39], [-0.44, -0.04, 0.55], [0.22, -0.27, -0.40], [0.10, -0.35, 0.04], [-0.32, 0.37, 0.22], [-0.38, 0.11, 0.76], [0.60, -1.11, -0.99], [0.32, 0.94, -0.93], [-0.48, 0.34, -0.55], [-0.22, -1.07, 1.80], [-0.61, -0.49, 1.97], [0.79, -0.47, -0.56], [0.34, -0.23, -0.93], [-0.29, 0.55, -2.01], [0.18, -0.23, -0.62], [0.27, 0.66, -0.57], [0.23, 0.25, 0.53], [1.12, 1.23, -1.41], [0.01, -0.08, -0.48], [-1.16, -0.04, 0.88], [-0.36, 0.19, 0.80], [-0.60, -0.01, 0.20], [-0.18, 0.27, 1.13], [-0.34, 0.17, -0.37], [0.12, 0.34, 1.25], [-0.75, -0.97, -0.35], [0.75, 0.10, -0.50], [-1.04, -2.74, -0.31], [0.46, 2.75, -0.32], [-0.94, 0.65, 0.40], [0.92, -0.81, -0.03], [0.55, 0.37, -0.69], [0.28, 0.55, -0.21], [-0.17, 0.17, -0.69], [0.23, -0.83, 0.33], [0.13, -0.14, 0.19], [-1.59, 0.61, -0.29], [1.29, -0.11, -0.37], [1.27, 0.52, -0.78], [0.48, -0.14, -0.51], [-0.67, -1.52, 2.28], [-1.14, 1.86, -2.36], [0.02, -0.36, 0.20], [-0.86, -0.02, 1.68], [0.88, -0.65, -0.47], [-0.86, -0.74, -0.15], [2.17, 0.11, 1.07], [-0.55, 0.13, -0.23], [0.02, -0.29, 0.36], [-0.51, 0.55, -0.35], [0.44, -0.59, 1.80], [1.03, -2.50, 0.94], [-1.41, 0.30, -0.66], [-1.42, 2.16, 0.50], [1.58, -0.28, -0.48], [-1.95, -1.59, 0.62], [0.60, -0.52, -0.11], [1.69, -0.02, -0.75], [-0.02, 0.48, 0.34], [0.17, 0.12, -0.15], [-0.12, 0.64, -0.80], [-1.36, 0.86, -0.23], [0.96, 1.10, -1.14], [-0.20, -0.12, -0.08], [-0.93, 0.09, 1.85], [-0.19, 0.61, 0.51], [-1.03, 0.96, -0.12], [-2.16, -1.36, 0.63], [1.34, 0.89, -0.12], [2.16, -1.35, -0.69], [-0.36, 0.24, 0.88], [-0.73, -0.17, -0.52], [0.34, 0.54, -0.19], [0.58, -0.79, -0.51], [0.37, 0.14, -0.31], [-0.29, 0.05, -0.31], [-0.14, -0.51, -0.73], [1.04, 0.64, -0.30], [0.36, -0.31, -2.78], [-1.26, 1.12, -1.44], [0.65, 0.08, 1.70], [0.82, -0.46, -0.37], [-0.79, 0.61, -0.26], [-1.46, 0.07, 0.11], [0.77, 0.35, -0.16], [1.31, -0.24, 0.32], [-1.19, -0.08, -0.19], [-0.15, 0.19, 0.25], [0.71, -0.26, 1.82], [-1.15, -0.04, 1.00], [0.80, -0.71, -0.22], [0.56, -0.29, 0.44]],
  "lowdin_charge": [-0.1285, -0.1430, -0.1994, -0.1544, -0.1679, 0.1176, 0.0946, 0.1055, 0.0965, 0.1024, 0.0754, 0.0890, 0.1208, -0.1619, -0.1581, -0.1841, -0.1526, -0.1899, 0.1133, 0.1063, 0.0900, 0.1170, 0.0933, 0.1126, 0.0899, 0.1250, -0.1460, -0.1278, -0.1978, -0.1405, -0.2533, 0.1326, 0.1202, 0.0752, 0.0917, 0.1275, 0.1198, 0.1023, 0.1016, -0.1678, -0.1537, -0.2072, -0.1805, -0.1601, 0.1160, 0.0958, 0.1102, 0.1084, 0.0901, 0.1181, 0.1151, 0.1144, -0.1570, -0.1589, -0.1612, -0.1629, -0.2158, 0.1038, 0.1145, 0.1125, 0.0863, 0.1223, 0.1172, 0.0807, 0.1268, -0.1351, -0.1232, -0.2354, -0.1648, -0.2043, 0.0946, 0.0976, 0.1215, 0.0879, 0.1260, 0.1265, 0.0950, 0.1096, -0.1584, -0.1522, -0.2588, -0.1440, -0.1518, 0.1071, 0.1052, 0.1126, 0.1179, 0.1187, 0.0950, 0.1034, 0.1064, -0.1663, -0.1346, -0.1634, -0.1513, -0.1888, 0.0730, 0.1026, 0.0703, 0.1436, 0.1199, 0.0656, 0.1228, 0.1186, -0.0375, -0.1555, 0.0114, -0.3752, 0.1529, -0.6240, 0.2371, 0.1746, 0.1645, 0.0929, 0.0652, 0.0534, 0.1303, 0.1025, -0.0495, -0.1304, 0.0347, -0.4722, 0.2080, -0.4698, 0.1271, 0.1276, 0.1834, 0.0736, 0.0414, 0.0599, 0.1203, 0.1348, -0.0552, -0.1107, 0.0369, -0.4093, 0.1434, -0.5939, 0.1533, 0.2100, 0.1751, 0.0568, 0.1093, 0.0694, 0.0799, 0.1280, -0.0454, -0.1633, -0.0120, -0.3690, 0.1651, -0.5352, 0.1564, 0.1607, 0.1795, 0.0679, 0.0672, 0.0779, 0.1361, 0.1202, -0.0520, -0.1233, 0.0219, -0.4416, 0.1710, -0.5773, 0.1825, 0.1757, 0.1610, 0.0619, 0.1088, 0.0730, 0.1391, 0.0876],
  "gap_ev": 9.9,
  "total_energy_ha": -4886.908074
}

[2]
{
  "formula": "CH4O",
  "method": "ωB97M-V/def2-TZVPD",
  "symbols": ["C", "O", "H", "H", "H", "H"],
  "positions_angstrom": [[-0.0778, -0.4033, -0.1244], [0.3569, 0.8778, -0.2997], [0.3957, -0.8921, 0.7364], [0.4589, -0.9436, -1.1004], [-1.0984, -0.8025, -0.1326], [-0.0354, 2.1636, 0.9208]],
  "forces_ev_per_a": [[2.30, -2.47, -1.39], [-1.14, 1.88, 0.94], [0.16, 0.05, 0.01], [-1.19, 1.12, 2.12], [-0.45, 1.21, -0.34], [0.33, -1.79, -1.34]],
  "lowdin_charge": [-0.2927, -0.2347, 0.0603, 0.1547, 0.0638, 0.2485],
  "gap_ev": [9.0, 10.0],
  "total_energy_ha": -115.546788,
  "de_lowest_kcal_mol": 106.6
}